Formula: C34H31ClGeIrNO2S3Sb
Source: the Open Molecules 2025 dataset
Level of theory: ωB97M-V with the def2-TZVPD basis set

Properties
<S²>: 0.78
Multiplicity: 2
Kohn-Sham gap (alpha / beta) in hartree: 0.1590 / 0.1611
Energy in Eh: -5595.72584
Charge: -2

CARTESIAN COORDINATES (ANGSTROEM)
Ir 0.797 0.163 0.329
S 5.479 1.094 2.627
Sb 3.367 1.769 1.911
S 2.890 1.123 -0.409
S 1.800 -0.088 2.394
C -1.109 -0.389 4.976
O -1.667 0.829 4.492
C -0.813 1.892 4.392
C 0.309 2.073 5.184
C 1.099 3.199 5.007
C 0.764 4.146 4.052
C -0.352 3.961 3.253
C -1.137 2.833 3.416
N -2.313 2.588 2.674
C -2.713 3.052 1.486
C -1.975 3.457 0.391
C -2.678 4.110 -0.684
C -2.076 4.390 -1.857
C -0.708 3.993 -2.065
C -0.011 3.328 -1.122
C -0.603 3.002 0.167
O 0.018 2.324 1.002
H -1.835 -1.166 4.746
H -0.957 -0.345 6.058
H -0.170 -0.598 4.457
H 0.601 1.312 5.894
H 2.007 3.307 5.586
H 1.403 5.002 3.886
H -0.596 4.675 2.478
H -2.972 2.011 3.175
H -3.795 3.045 1.371
H -3.716 4.383 -0.522
H -2.619 4.885 -2.652
H -0.240 4.215 -3.017
H 1.009 2.986 -1.264
C 1.038 -1.547 -0.388
Ge 2.373 -2.370 -1.506
C 2.348 -4.313 -1.089
C 1.131 -4.993 -1.000
C 1.080 -6.355 -0.732
C 2.256 -7.071 -0.547
C 3.475 -6.414 -0.633
C 3.516 -5.050 -0.903
C 1.694 -2.357 -3.365
C 2.288 -3.114 -4.375
C 1.767 -3.134 -5.662
C 0.629 -2.395 -5.960
C 0.021 -1.642 -4.966
C 0.550 -1.624 -3.680
C 4.255 -1.873 -1.535
C 4.909 -1.543 -2.719
C 6.249 -1.176 -2.711
C 6.948 -1.134 -1.514
C 6.305 -1.451 -0.324
C 4.968 -1.818 -0.338
H 0.310 -2.319 -0.096
H 0.202 -4.450 -1.143
H 0.122 -6.858 -0.665
H 2.221 -8.134 -0.334
H 4.399 -6.963 -0.486
H 4.476 -4.547 -0.959
H 3.171 -3.706 -4.152
H 2.247 -3.727 -6.433
H 0.218 -2.409 -6.964
H -0.870 -1.065 -5.188
H 0.072 -1.032 -2.905
H 4.366 -1.544 -3.658
H 6.739 -0.903 -3.640
H 7.985 -0.817 -1.500
H 6.809 -1.340 0.625
H 4.465 -1.993 0.608
Cl -2.262 -0.267 -0.647
C -1.133 -0.431 0.844
H -1.279 -1.468 1.159
H -1.629 0.218 1.567

Cartesian forces (eV/Å) of the 6 atoms listed first:
0.07 -0.53 -0.05
-0.07 -0.08 -0.10
0.05 0.10 0.05
0.17 0.00 -0.12
-0.25 0.04 0.23
0.01 0.00 -0.08

***

Formula: C34H31KN10PS3SbSe4
Source: the Open Molecules 2025 dataset
Level of theory: ωB97M-V with the def2-TZVPD basis set

Properties
Multiplicity: 1
Kohn-Sham gap in hartree: 0.1398
Energy in Eh: -13843.92004
Charge: -2

CARTESIAN COORDINATES (ANGSTROEM)
K 0.220 1.313 -1.915
N -1.822 3.610 -1.178
C -1.737 3.622 0.196
C -1.051 4.447 1.085
C -1.166 4.149 2.427
C -1.938 3.063 2.877
C -2.616 2.251 1.993
C -2.511 2.536 0.630
N -3.055 1.871 -0.456
C -2.619 2.544 -1.495
C -2.838 2.200 -2.911
C -3.315 3.041 -3.865
S -3.200 2.292 -5.388
C -2.565 0.895 -4.645
N -2.435 0.965 -3.353
H -1.181 4.020 -1.871
H -0.420 5.250 0.732
H -0.628 4.748 3.151
H -1.981 2.857 3.940
H -3.206 1.406 2.328
H -3.620 4.067 -3.753
H -2.267 0.033 -5.224
N 2.179 4.977 -1.775
C 2.464 4.151 -0.752
N 1.611 3.330 -0.186
C 2.197 2.699 0.887
C 3.482 3.024 1.163
S 4.031 4.196 0.019
C 1.430 1.685 1.625
C 1.428 1.514 2.971
S 0.436 0.167 3.392
C 0.056 -0.039 1.716
N 0.635 0.799 0.924
N -0.733 -1.102 1.282
H 1.345 4.708 -2.311
H 2.940 5.182 -2.428
H 4.133 2.566 1.888
H 1.913 2.123 3.714
H -1.676 -1.052 1.645
H -0.757 -1.116 0.265
C 2.644 -2.294 -2.804
P 1.760 -2.056 -1.223
C 1.639 -3.815 -0.666
C 3.076 -1.478 -0.096
C 4.157 -0.732 -0.562
C 5.086 -0.206 0.327
C 4.956 -0.425 1.689
C 3.878 -1.161 2.166
C 2.944 -1.675 1.281
H 3.573 -2.857 -2.685
H 2.849 -1.320 -3.256
H 1.977 -2.831 -3.482
H 2.611 -4.313 -0.668
H 0.964 -4.355 -1.334
H 1.229 -3.851 0.344
H 4.265 -0.521 -1.618
H 5.896 0.398 -0.062
H 5.679 -0.008 2.381
H 3.749 -1.318 3.231
H 2.089 -2.215 1.674
N -2.874 -6.584 6.063
C -2.865 -5.994 5.077
C -2.856 -5.254 3.846
C -1.691 -5.165 3.087
C -1.683 -4.452 1.905
C -2.850 -3.839 1.455
C -4.015 -3.919 2.216
C -4.016 -4.618 3.406
N -2.846 -3.127 0.248
C -3.549 -1.967 -0.042
C -3.146 -1.588 -1.283
N -2.233 -2.494 -1.789
C -2.073 -3.384 -0.854
H -0.784 -5.637 3.441
H -0.765 -4.332 1.349
H -4.920 -3.448 1.859
H -4.919 -4.684 3.997
H -4.200 -1.491 0.671
H -3.411 -0.697 -1.827
H -1.427 -4.247 -0.904
Se 3.780 4.920 -4.889
Sb 2.257 2.985 -4.859
Se -0.026 3.794 -4.077
Se 1.807 1.825 -6.966
Se 3.120 1.435 -3.109

Cartesian forces (eV/Å) of the 6 atoms listed first:
0.18 -0.01 -0.07
-0.24 -0.18 0.05
0.16 0.08 0.13
0.02 -0.05 -0.07
0.00 0.01 0.02
0.01 0.00 0.04

***

Formula: C34H31KN4O6PS
Source: the Open Molecules 2025 dataset
Level of theory: ωB97M-V with the def2-TZVPD basis set

Properties
Multiplicity: 1
Kohn-Sham gap in hartree: 0.2450
Energy in Eh: -3324.32130
Charge: -1

CARTESIAN COORDINATES (ANGSTROEM)
K -0.465 0.562 1.661
O -1.220 2.116 6.834
C -1.650 3.154 6.152
O -1.819 4.243 6.664
C -2.004 2.938 4.721
C -2.379 3.983 3.910
N -2.649 3.460 2.704
N -2.472 2.137 2.657
C -2.074 1.793 3.875
C -1.698 0.347 4.162
O -1.183 0.129 5.289
O -1.879 -0.483 3.256
H -1.170 1.284 6.232
H -2.451 5.035 4.125
H -2.837 3.953 1.850
O 1.575 1.051 0.590
N 2.415 2.049 0.532
C 3.706 1.776 0.238
C 4.659 2.754 0.123
C 4.265 4.081 0.314
C 2.955 4.352 0.614
C 1.975 3.341 0.743
S 0.358 3.653 1.144
H 3.894 0.721 0.102
H 5.678 2.481 -0.111
H 4.984 4.887 0.233
H 2.616 5.365 0.775
C 0.957 -2.422 2.676
C 1.730 -3.262 1.668
C 2.683 -2.396 0.846
C 0.781 -4.073 0.769
C 1.510 -5.161 -0.040
O 1.462 -4.691 -1.396
C 0.630 -3.604 -1.382
N 0.160 -3.235 -0.267
C 0.417 -2.986 -2.704
C 0.676 -3.776 -3.827
C 0.534 -3.268 -5.104
C 0.150 -1.946 -5.271
C -0.099 -1.155 -4.163
C 0.012 -1.649 -2.861
P -0.362 -0.556 -1.414
C -0.222 1.106 -2.162
C 1.073 1.533 -2.468
C 1.321 2.841 -2.844
C 0.277 3.757 -2.900
C -1.007 3.352 -2.582
C -1.257 2.035 -2.212
C -2.178 -0.869 -1.344
C -2.709 -1.256 -0.116
C -4.069 -1.498 0.028
C -4.912 -1.371 -1.063
C -4.394 -1.003 -2.300
C -3.038 -0.754 -2.438
H 1.617 -1.750 3.227
H 0.421 -3.034 3.403
H 0.203 -1.819 2.174
H 2.318 -4.006 2.220
H 2.145 -1.564 0.387
H 3.182 -2.966 0.057
H 3.453 -1.972 1.492
H -0.007 -4.504 1.391
H 1.019 -6.135 0.006
H 2.557 -5.271 0.245
H 0.995 -4.798 -3.681
H 0.734 -3.897 -5.962
H 0.046 -1.526 -6.264
H -0.377 -0.119 -4.309
H 1.900 0.836 -2.376
H 2.335 3.155 -3.058
H 0.474 4.789 -3.164
H -1.821 4.066 -2.596
H -2.261 1.745 -1.937
H -2.063 -1.383 0.744
H -4.460 -1.776 0.999
H -5.974 -1.558 -0.954
H -5.049 -0.906 -3.157
H -2.644 -0.468 -3.405

Cartesian forces (eV/Å) of the 6 atoms listed first:
0.19 0.50 -0.74
0.12 0.05 -0.04
-0.39 -0.14 0.17
0.16 0.06 -0.06
0.07 0.06 -0.08
0.04 -0.03 -0.01

***

Formula: C34H31N6TeTl
Source: the Open Molecules 2025 dataset
Level of theory: ωB97M-V with the def2-TZVPD basis set

Properties
Multiplicity: 1
Kohn-Sham gap in hartree: 0.1662
Energy in Eh: -2083.07119
Charge: 0

CARTESIAN COORDINATES (ANGSTROEM)
Tl 0.759 3.720 -1.926
C 2.788 4.369 2.578
C 2.232 4.549 1.309
N 2.210 3.555 0.446
C 2.716 2.326 0.852
C 3.309 2.166 2.123
N 3.320 3.179 2.976
C 2.696 1.287 -0.182
C 3.648 0.220 -0.120
C 3.605 -0.858 -0.999
C 2.686 -0.740 -2.079
C 1.835 0.396 -2.126
N 1.967 1.470 -1.323
C 0.654 0.457 -3.040
C 0.027 -0.795 -3.326
N -0.804 -0.883 -4.304
C -1.125 0.182 -5.022
C -0.524 1.400 -4.740
N 0.255 1.498 -3.682
C 4.587 -1.967 -0.968
C 5.526 -2.115 0.071
C 6.439 -3.167 0.030
N 6.271 -4.157 -0.843
C 5.383 -4.077 -1.838
C 4.591 -2.938 -1.986
H 2.769 5.142 3.319
H 1.966 5.522 0.980
H 3.899 1.284 2.343
H 4.380 0.282 0.670
H 2.581 -1.594 -2.789
H 0.348 -1.721 -2.899
H -1.903 0.131 -5.786
H -0.886 2.345 -5.231
H 5.475 -1.424 0.919
H 7.135 -3.402 0.824
H 5.353 -4.890 -2.547
H 3.970 -2.886 -2.870
C -2.584 3.613 1.394
C -1.778 3.906 0.164
C -2.752 4.292 -0.988
C -0.930 2.757 -0.198
H -3.214 4.418 1.784
H -2.029 3.209 2.285
H -3.337 2.813 1.092
H -1.190 4.844 0.320
H -3.294 3.416 -1.406
H -2.136 4.729 -1.815
H -3.596 4.903 -0.694
H -1.222 2.064 -0.981
H -0.159 2.354 0.434
Te -1.263 -2.598 0.101
C -3.279 -3.328 0.320
C -4.293 -2.837 1.162
C -5.596 -3.284 1.031
C -5.927 -4.149 0.000
C -4.958 -4.502 -0.906
C -3.630 -4.151 -0.760
C -1.310 -1.560 2.011
C -1.420 -0.147 2.221
C -1.672 0.310 3.470
C -1.826 -0.535 4.548
C -1.524 -1.900 4.405
C -1.344 -2.401 3.076
H -4.071 -2.084 1.932
H -6.344 -3.131 1.825
H -6.910 -4.659 0.017
H -5.273 -5.196 -1.657
H -2.955 -4.705 -1.406
H -1.266 0.441 1.305
H -1.834 1.400 3.673
H -2.279 -0.126 5.443
H -1.530 -2.612 5.214
H -1.408 -3.426 2.770

Cartesian forces (eV/Å) of the 6 atoms listed first:
-0.34 0.26 0.47
-0.04 -1.86 0.18
1.24 -0.92 0.94
0.43 -2.05 0.40
-0.42 2.17 -0.42
-0.29 0.95 -1.43

***

Formula: C34H31N8NaSi
Source: the Open Molecules 2025 dataset
Level of theory: ωB97M-V with the def2-TZVPD basis set

Properties
Multiplicity: 1
Kohn-Sham gap (alpha / beta) in hartree: 0.2639 / 0.1542
Energy in Eh: -2204.02941
Charge: 0

CARTESIAN COORDINATES (ANGSTROEM)
Na 1.201 2.559 -0.340
C 6.168 -0.502 -0.960
C 4.792 -0.701 -0.963
C 3.934 0.370 -0.800
C 4.419 1.676 -0.629
C 5.810 1.867 -0.630
C 6.661 0.788 -0.793
N 3.481 2.687 -0.474
N 4.006 3.891 -0.368
C 3.126 4.921 -0.238
C 3.691 6.216 -0.125
C 2.879 7.308 0.001
C 1.485 7.131 0.015
C 1.009 5.846 -0.098
N 1.779 4.758 -0.220
H 6.844 -1.338 -1.088
H 4.386 -1.698 -1.094
H 2.859 0.207 -0.804
H 6.192 2.868 -0.502
H 7.732 0.954 -0.791
H 4.769 6.299 -0.143
H 3.306 8.299 0.088
H 0.806 7.966 0.110
H -0.063 5.665 -0.094
C -2.008 1.043 -2.198
C -2.091 1.588 -0.815
N -1.138 2.252 -0.204
C -1.614 2.535 1.062
C -2.864 2.033 1.208
N -3.174 1.449 -0.003
C -4.405 0.753 -0.286
N -4.427 -0.587 0.232
N -4.683 -0.788 1.547
N -4.632 -2.035 1.806
C -4.339 -2.710 0.638
C -4.201 -4.080 0.389
C -3.922 -4.457 -0.903
C -3.781 -3.504 -1.934
C -3.906 -2.155 -1.702
C -4.188 -1.779 -0.386
H -1.101 1.419 -2.665
H -2.855 1.355 -2.812
H -1.957 -0.047 -2.191
H -1.024 3.078 1.782
H -3.555 2.026 2.033
H -4.552 0.706 -1.362
H -5.229 1.303 0.163
H -4.321 -4.801 1.186
H -3.809 -5.506 -1.143
H -3.562 -3.847 -2.937
H -3.803 -1.437 -2.505
C 0.016 -2.889 5.014
C -1.051 -3.180 4.175
C -1.110 -2.620 2.909
C -0.100 -1.768 2.454
C 0.965 -1.479 3.315
C 1.023 -2.036 4.583
Si -0.163 -0.984 0.773
C -0.099 -2.147 -0.675
C -0.535 -3.472 -0.605
C -0.494 -4.293 -1.722
C -0.023 -3.804 -2.933
C 0.417 -2.488 -3.022
C 0.378 -1.672 -1.904
H 0.060 -3.322 6.005
H -1.845 -3.834 4.514
H -1.961 -2.839 2.272
H 1.759 -0.818 2.987
H 1.856 -1.805 5.235
H 0.941 0.003 0.623
H -0.900 -3.872 0.334
H -0.826 -5.321 -1.646
H 0.016 -4.448 -3.802
H 0.804 -2.105 -3.958
H 0.745 -0.653 -1.982

Cartesian forces (eV/Å) of the 6 atoms listed first:
0.00 -0.08 -0.05
0.00 0.01 0.00
0.00 0.00 0.00
-0.03 0.01 0.00
0.02 -0.06 0.00
-0.02 0.04 0.01

***

Formula: C34H31NO5P
Source: the Open Molecules 2025 dataset
Level of theory: ωB97M-V with the def2-TZVPD basis set

Properties
Multiplicity: 1
Kohn-Sham gap in hartree: 0.3026
Energy in Eh: -2086.30421
Charge: +1

CARTESIAN COORDINATES (ANGSTROEM)
C 3.013 0.007 3.336
C 2.486 -0.087 1.910
N 1.277 0.727 1.626
C 0.066 -0.090 1.711
C -1.226 0.744 1.576
P -2.066 0.956 3.172
C 1.147 1.879 2.430
C 1.875 3.108 1.982
O 0.400 1.902 3.403
H 3.744 -0.776 3.515
H 3.467 0.977 3.517
H 2.211 -0.157 4.055
H 2.204 -1.123 1.732
H 3.286 0.111 1.201
H 0.084 -0.798 0.887
H 0.046 -0.690 2.627
H -1.918 0.201 0.935
H -1.076 1.717 1.122
H -3.446 0.780 3.057
H -1.844 2.246 3.641
H -1.518 0.078 4.102
H 1.107 3.808 1.653
H 2.568 2.918 1.173
H 2.356 3.575 2.838
C 2.804 -2.491 -1.173
C 3.057 -1.198 -1.625
C 4.300 -0.872 -2.137
C 5.301 -1.834 -2.190
C 5.052 -3.124 -1.720
C 3.798 -3.451 -1.220
C 6.123 -4.165 -1.731
O 5.898 -5.284 -1.326
C 7.466 -3.780 -2.245
C 8.491 -4.716 -2.220
C 9.744 -4.380 -2.705
C 9.976 -3.110 -3.222
C 8.959 -2.171 -3.246
C 7.703 -2.499 -2.752
C 6.631 -1.467 -2.760
O 6.823 -0.358 -3.209
H 1.827 -2.748 -0.782
H 2.280 -0.445 -1.579
H 4.505 0.127 -2.496
H 3.612 -4.457 -0.870
H 8.303 -5.703 -1.820
H 10.543 -5.109 -2.682
H 10.954 -2.853 -3.606
H 9.133 -1.182 -3.644
C -3.622 3.135 -0.326
C -4.200 4.095 0.501
C -5.538 3.998 0.846
C -6.304 2.944 0.361
C -5.728 1.991 -0.478
C -4.383 2.086 -0.815
C -6.539 0.869 -1.040
O -6.020 0.037 -1.754
C -7.983 0.811 -0.695
C -8.770 -0.192 -1.246
C -10.114 -0.269 -0.926
C -10.678 0.650 -0.047
C -9.900 1.654 0.504
C -8.553 1.744 0.178
C -7.741 2.847 0.759
O -8.217 3.647 1.533
H -2.575 3.211 -0.595
H -3.606 4.921 0.873
H -5.997 4.738 1.487
H -3.944 1.339 -1.463
H -8.326 -0.905 -1.926
H -10.727 -1.047 -1.360
H -11.727 0.584 0.205
H -10.333 2.374 1.184

Cartesian forces (eV/Å) of the 6 atoms listed first:
-0.35 -0.01 -0.11
0.56 -0.37 -0.09
-0.82 0.22 0.51
0.07 0.04 0.00
-0.36 -0.90 0.09
0.85 0.84 -0.39

***

Copy entry 6 word for word.
Formula: C34H31NO5P
Source: the Open Molecules 2025 dataset
Level of theory: ωB97M-V with the def2-TZVPD basis set

Properties
Multiplicity: 1
Kohn-Sham gap in hartree: 0.3026
Energy in Eh: -2086.30421
Charge: +1

CARTESIAN COORDINATES (ANGSTROEM)
C 3.013 0.007 3.336
C 2.486 -0.087 1.910
N 1.277 0.727 1.626
C 0.066 -0.090 1.711
C -1.226 0.744 1.576
P -2.066 0.956 3.172
C 1.147 1.879 2.430
C 1.875 3.108 1.982
O 0.400 1.902 3.403
H 3.744 -0.776 3.515
H 3.467 0.977 3.517
H 2.211 -0.157 4.055
H 2.204 -1.123 1.732
H 3.286 0.111 1.201
H 0.084 -0.798 0.887
H 0.046 -0.690 2.627
H -1.918 0.201 0.935
H -1.076 1.717 1.122
H -3.446 0.780 3.057
H -1.844 2.246 3.641
H -1.518 0.078 4.102
H 1.107 3.808 1.653
H 2.568 2.918 1.173
H 2.356 3.575 2.838
C 2.804 -2.491 -1.173
C 3.057 -1.198 -1.625
C 4.300 -0.872 -2.137
C 5.301 -1.834 -2.190
C 5.052 -3.124 -1.720
C 3.798 -3.451 -1.220
C 6.123 -4.165 -1.731
O 5.898 -5.284 -1.326
C 7.466 -3.780 -2.245
C 8.491 -4.716 -2.220
C 9.744 -4.380 -2.705
C 9.976 -3.110 -3.222
C 8.959 -2.171 -3.246
C 7.703 -2.499 -2.752
C 6.631 -1.467 -2.760
O 6.823 -0.358 -3.209
H 1.827 -2.748 -0.782
H 2.280 -0.445 -1.579
H 4.505 0.127 -2.496
H 3.612 -4.457 -0.870
H 8.303 -5.703 -1.820
H 10.543 -5.109 -2.682
H 10.954 -2.853 -3.606
H 9.133 -1.182 -3.644
C -3.622 3.135 -0.326
C -4.200 4.095 0.501
C -5.538 3.998 0.846
C -6.304 2.944 0.361
C -5.728 1.991 -0.478
C -4.383 2.086 -0.815
C -6.539 0.869 -1.040
O -6.020 0.037 -1.754
C -7.983 0.811 -0.695
C -8.770 -0.192 -1.246
C -10.114 -0.269 -0.926
C -10.678 0.650 -0.047
C -9.900 1.654 0.504
C -8.553 1.744 0.178
C -7.741 2.847 0.759
O -8.217 3.647 1.533
H -2.575 3.211 -0.595
H -3.606 4.921 0.873
H -5.997 4.738 1.487
H -3.944 1.339 -1.463
H -8.326 -0.905 -1.926
H -10.727 -1.047 -1.360
H -11.727 0.584 0.205
H -10.333 2.374 1.184

Cartesian forces (eV/Å) of the 6 atoms listed first:
-0.35 -0.01 -0.11
0.56 -0.37 -0.09
-0.82 0.22 0.51
0.07 0.04 0.00
-0.36 -0.90 0.09
0.85 0.84 -0.39

***

> What is the formula in the third record?

C34H31KN4O6PS

***

> What is the formula in the fifth record?

C34H31N8NaSi

***

> Look up the energy of the fourth one.

-2083.07119 Eh